Record 1
Below is C7H14O2 as an isolated structure, with properties calculated with ωB97M-V with the def2-TZVPD basis set.

CARTESIAN COORDINATES (ANGSTROEM)
O  -0.261  1.351  1.777
O  2.084  1.034  1.122
C  2.004  0.497  -1.227
C  1.603  0.255  0.209
C  -1.397  0.164  0.031
C  -1.601  -0.143  -1.414
C  -0.391  0.989  0.493
C  -2.289  -0.486  1.024
C  1.455  -1.210  0.577
H  -2.646  -0.001  -1.687
H  -0.968  0.467  -2.053
H  -1.784  -0.559  1.990
H  -1.360  -1.191  -1.605
H  -2.612  -1.473  0.702
H  0.850  -1.740  -0.157
H  2.076  1.564  -1.443
H  0.999  -1.292  1.562
H  -3.160  0.150  1.191
H  0.960  1.409  1.845
H  2.446  -1.659  0.626
H  1.284  0.043  -1.904
H  -0.267  1.798  -0.258
H  2.976  0.034  -1.401

The HOMO-LUMO gap comes out at 8.304 eV. The value obtained for the LUMO energy is -0.2205 eV. The HOMO energy comes out at -8.5 eV.

In elementary charge units, the natural (NBO) charges are:
1. O -0.749
2. O -0.696
3. C -0.700
4. C 0.584
5. C 0.137
6. C -0.657
7. C 0.021
8. C -0.679
9. C -0.702
10. H 0.229
11. H 0.220
12. H 0.250
13. H 0.224
14. H 0.212
15. H 0.208
16. H 0.233
17. H 0.235
18. H 0.241
19. H 0.507
20. H 0.233
21. H 0.214
22. H 0.197
23. H 0.236

---

Record 2
Below is C16H18B2CaN6O2 as an isolated structure, with properties calculated with ωB97M-V with the def2-TZVPD basis set.

CARTESIAN COORDINATES (ANGSTROEM)
Ca  -0.260  0.042  -0.190
O  -2.494  1.911  2.057
O  -1.680  0.003  3.049
N  -0.120  2.037  -1.252
N  1.466  -0.328  -2.796
N  0.050  2.076  -2.624
N  -1.610  -0.688  -2.168
N  -1.029  -0.192  -3.332
N  1.565  -0.649  -1.447
C  -2.427  0.531  5.319
C  -3.030  1.552  6.080
C  3.250  -1.685  -2.553
C  -3.467  2.875  4.077
C  2.639  -1.472  -1.304
C  -2.362  0.731  3.973
C  -2.884  -1.260  -3.963
C  -3.545  2.703  5.470
C  -0.249  -2.224  1.134
C  2.461  -0.971  -3.462
C  -2.863  1.884  3.365
C  -0.035  3.379  -3.023
C  -1.776  -0.549  -4.404
C  -0.251  4.214  -1.898
C  -2.737  -1.342  -2.565
C  -0.299  3.310  -0.820
B  0.299  0.658  -3.358
B  -1.859  0.674  1.803
H  0.343  -1.378  1.592
H  -4.033  3.480  6.061
H  2.935  -1.888  -0.350
H  -1.988  -0.379  5.730
H  2.574  -0.857  -4.526
H  -0.362  5.291  -1.802
H  0.598  0.877  -4.503
H  -0.446  3.477  0.233
H  -3.435  -1.854  -1.916
H  4.143  -2.264  -2.724
H  -1.036  -2.617  1.819
H  -3.828  3.748  3.531
H  0.458  -3.045  0.854
H  -1.496  -0.267  -5.410
H  -3.706  -1.630  -4.555
H  -0.805  -1.941  0.186
H  0.083  3.613  -4.065
H  -3.113  1.425  7.160

As for the charge: +2. The HOMO-LUMO gap (spin up / spin down) comes out at 3.358 / 2.430 eV. The value obtained for the LUMO energy (spin up / spin down) is -10.4447 / -11.3786 eV. The HOMO energy (spin up / spin down) comes out at -13.8 / -13.8 eV.

In elementary charge units, the natural (NBO) charges are:
1. Ca 1.728
2. O -0.635
3. O -0.652
4. N -0.519
5. N -0.324
6. N -0.316
7. N -0.480
8. N -0.345
9. N -0.505
10. C -0.271
11. C 0.001
12. C -0.330
13. C -0.254
14. C -0.022
15. C 0.368
16. C -0.336
17. C -0.024
18. C -0.885
19. C 0.037
20. C 0.371
21. C 0.048
22. C 0.033
23. C -0.331
24. C -0.023
25. C -0.028
26. B 0.557
27. B 0.986
28. H 0.174
29. H 0.275
30. H 0.216
31. H 0.287
32. H 0.243
33. H 0.260
34. H -0.015
35. H 0.197
36. H 0.218
37. H 0.257
38. H 0.264
39. H 0.287
40. H 0.294
41. H 0.244
42. H 0.253
43. H 0.176
44. H 0.247
45. H 0.273

---

One value per record, in order, for relative energy (zero: lowest compared OMol25 entry of this formula, charge and spin): 2.651; 0.726 eV.
One value per record, in order, for E_tot: -425.507824; -1826.308527 hartree.
One value per record, in order, for largest force on an atom: 2.7; 3.7 eV/A.